Here is a cluster of 6 separate species, C33H51BrF15NO13 in total in a non-equilibrium geometry from the Open Molecules 2025 dataset. Energies are from the ωB97M-V functional and the def2-TZVPD basis.

Element x y z (Å)
C: 3.55034 -0.17370 2.92924
C: 4.57189 -0.71593 1.93287
N: 4.13853 -1.77820 1.02789
C: 3.29002 -1.36775 -0.08292
C: 1.80734 -1.07538 0.23093
C: 0.87582 -2.05496 -0.48783
O: -0.44432 -1.54551 -0.58346
C: -1.12805 -1.64540 0.66252
C: -2.11153 -2.80576 0.60549
C: -2.58290 -3.32150 1.96130
C: -1.45595 -3.83288 2.83506
Br: -2.19210 -4.28927 4.59916
C: -1.80721 -0.31063 0.90886
O: -2.52804 -0.30897 2.11282
C: -1.75375 0.04144 3.24270
C: 3.71307 -2.96744 1.67264
C: 4.71012 -4.09724 1.66223
O: 2.66872 -3.11130 2.22216
H: 2.82810 0.44242 2.40575
H: 3.01552 -0.94167 3.46751
H: 4.04184 0.49026 3.62714
H: 4.99149 0.08330 1.33567
H: 5.40021 -1.11927 2.51152
H: 3.72465 -0.48458 -0.52479
H: 3.33270 -2.13284 -0.85240
H: 1.57115 -1.14196 1.27802
H: 1.54605 -0.09615 -0.15572
H: 1.24058 -2.32687 -1.46742
H: 0.82376 -2.93565 0.15292
H: -0.43171 -1.81423 1.47908
H: -1.62493 -3.62362 0.08233
H: -2.98686 -2.50525 0.04421
H: -3.14143 -2.59405 2.53074
H: -3.24577 -4.15843 1.77686
H: -0.68259 -3.10051 3.00577
H: -0.99231 -4.72642 2.44902
H: -1.01694 0.43944 0.92160
H: -2.44646 -0.06069 0.07792
H: -0.69026 -0.00527 3.04518
H: -1.95869 -0.66248 4.04298
H: -2.02294 1.03016 3.60407
H: 4.64152 -4.65309 2.58359
H: 4.60060 -4.71964 0.78417
H: 5.70446 -3.66939 1.63187
C: 5.84220 -8.72913 3.67395
C: 7.08214 -8.34278 4.45263
O: 8.22012 -8.15911 3.58768
C: 8.25236 -7.02999 2.89344
O: 7.43827 -6.15392 2.92231
C: 9.53139 -6.97917 2.04386
F: 9.70398 -8.12031 1.35686
F: 10.60632 -6.80016 2.83201
F: 9.48097 -5.97114 1.17183
H: 6.03275 -9.62011 3.07456
H: 5.01546 -8.92955 4.35425
H: 5.53900 -7.93679 2.99125
H: 7.35884 -9.14474 5.13317
H: 6.92310 -7.44562 5.05017
C: -1.98932 0.21175 -2.60580
C: -2.75677 -0.11204 -3.86914
O: -3.06901 1.07484 -4.62951
C: -2.07234 1.60442 -5.32302
O: -0.95108 1.19362 -5.39135
C: -2.57226 2.84299 -6.08086
F: -3.25819 3.66848 -5.26902
F: -3.38778 2.48534 -7.08889
F: -1.55385 3.52747 -6.60665
H: -2.54081 0.93777 -2.00537
H: -1.82271 -0.68911 -2.01567
H: -1.01880 0.65201 -2.83060
H: -3.71628 -0.55848 -3.61698
H: -2.22080 -0.82272 -4.49768
C: -1.58047 6.14141 -4.45964
C: -1.47834 7.64257 -4.29562
O: -1.77128 8.05095 -2.94124
C: -0.81692 7.84480 -2.04640
O: 0.26046 7.36501 -2.24731
C: -1.27969 8.35320 -0.67238
F: -2.50617 7.89542 -0.36974
F: -1.32487 9.69834 -0.66278
F: -0.44142 7.95955 0.28831
H: -2.56104 5.79100 -4.14042
H: -1.42441 5.86193 -5.49905
H: -0.83834 5.62539 -3.85086
H: -2.21996 8.13441 -4.92106
H: -0.50310 8.01658 -4.59331
C: -1.45135 13.00233 -6.92197
C: -0.76216 12.44074 -8.14770
O: 0.30477 11.53851 -7.79359
C: -0.05852 10.32916 -7.39262
O: -1.17695 9.91257 -7.30399
C: 1.18828 9.49083 -7.07481
F: 2.04001 10.15797 -6.27998
F: 1.84568 9.17075 -8.20266
F: 0.84527 8.35644 -6.45731
H: -0.72563 13.48409 -6.26574
H: -2.20532 13.73237 -7.21341
H: -1.93958 12.21770 -6.34627
H: -0.29108 13.24358 -8.71014
H: -1.46355 11.94045 -8.81472
C: -4.68538 -5.55137 7.00107
C: -5.57113 -6.59762 7.64375
O: -6.94090 -6.47452 7.21416
C: -7.21730 -6.92762 5.99789
O: -6.44874 -7.43307 5.23422
C: -8.71405 -6.74203 5.70526
F: -9.11608 -5.49334 5.99509
F: -9.44314 -7.59611 6.44670
F: -8.97934 -6.97656 4.41949
H: -5.07463 -4.55140 7.19744
H: -3.67021 -5.61946 7.39131
H: -4.64413 -5.67538 5.92046
H: -5.58858 -6.45872 8.72254
H: -5.21131 -7.60784 7.45028

Its structure (SMILES) is CCN(CCCO[C@H](CCCBr)COC)C(C)=O.CCOC(=O)C(F)(F)F.CCOC(=O)C(F)(F)F.CCOC(=O)C(F)(F)F.CCOC(=O)C(F)(F)F.CCOC(=O)C(F)(F)F. The total charge is 0. As for the highest occupied orbital energy: -8.927 eV. Its gap between HOMO and LUMO is 9.5 eV.